1.
98
Properties=species:S:1:pos:R:3:forces:R:3:mulliken_charge:R:1 method="wB97M-V/def2-TZVPD" gap_ha=0.2509 e_above_lowest_kcal_mol=0.0 charge=-2
K 0.0940 1.7838 1.0503 0.0 -0.1 -0.1 0.412
C 0.1721 5.1440 -1.9351 0.0 0.0 0.0 -1.826
C -0.7834 3.9545 -1.8293 0.2 0.0 0.0 3.018
C -2.2053 4.4148 -1.5355 0.0 0.1 0.1 -1.588
C -0.7078 3.0807 -3.0642 -0.1 0.1 -0.1 0.772
C -1.3478 3.5036 -4.2264 0.0 0.0 0.0 -0.512
C -1.3527 2.7332 -5.3749 0.0 0.0 0.0 -1.590
C -0.7308 1.4957 -5.3441 0.0 -0.1 0.0 -0.327
C -0.0689 1.0441 -4.2119 0.0 0.0 0.0 0.665
C 0.5194 -0.3553 -4.2296 0.0 0.0 0.1 0.972
C -0.5849 -1.4045 -4.3907 0.0 0.0 0.0 -1.529
C 1.5968 -0.5048 -5.3025 0.0 0.0 0.0 -1.666
C -0.0052 1.8650 -3.0615 0.1 -0.1 0.1 -0.916
N 0.6696 1.4276 -1.9090 0.0 0.1 0.0 1.061
C 1.9706 1.2227 -2.0593 0.0 0.0 0.1 -0.711
O 2.7011 1.5164 -3.0282 0.0 0.0 0.0 -0.815
C 2.6489 0.4593 -0.9184 0.1 -0.1 0.0 0.325
C 4.0116 0.1896 -1.0213 -0.1 0.1 -0.1 -0.697
C 4.6060 -0.6048 -0.0583 0.1 0.0 0.0 -0.426
C 3.8333 -1.1275 0.9648 0.0 0.0 0.0 -0.730
C 2.4838 -0.7965 1.0102 0.0 0.0 0.0 0.186
N 1.9184 -0.0088 0.0948 -0.1 0.0 -0.1 0.145
C 1.6190 -1.4013 2.1142 0.0 0.1 0.0 -0.164
O 2.1340 -2.3180 2.7885 0.0 0.0 0.0 -0.815
N 0.4030 -0.8875 2.2261 -0.1 0.0 0.1 0.770
C -0.4478 -1.5156 3.1534 0.1 0.1 0.0 -0.986
C -0.8676 -0.8133 4.3003 0.0 -0.1 0.0 1.232
C -1.7582 -1.4083 5.1884 0.0 0.0 0.0 -0.429
C -2.2515 -2.6817 4.9674 0.0 0.0 0.0 -1.674
C -1.8465 -3.3677 3.8320 0.0 0.0 0.0 -0.361
C -0.9561 -2.8128 2.9234 0.0 0.0 0.0 0.627
C -0.5443 -3.6239 1.7087 0.0 0.0 0.0 0.990
C -1.7504 -4.0211 0.8530 0.1 0.0 0.0 -1.523
C 0.2692 -4.8514 2.1225 0.0 0.0 0.0 -1.645
C -0.3526 0.5799 4.5935 0.0 0.0 0.1 1.475
C 0.5940 0.5920 5.7940 0.1 -0.1 0.0 -1.804
C -1.4909 1.5703 4.7998 0.0 0.0 0.1 -0.997
H 0.1748 5.7299 -1.0125 0.0 0.0 0.0 0.419
H -0.1302 5.7990 -2.7577 0.0 0.0 0.0 0.363
H 1.1888 4.8002 -2.1326 0.0 0.0 0.0 0.388
H -0.4612 3.3383 -0.9924 0.1 0.0 0.0 -1.234
H -2.6154 5.0117 -2.3521 0.0 0.0 0.0 0.302
H -2.2179 5.0443 -0.6398 0.0 -0.1 0.0 0.253
H -2.8530 3.5545 -1.3694 0.0 0.0 0.0 0.438
H -1.8551 4.4616 -4.2292 0.0 0.0 0.0 0.319
H -1.8521 3.0820 -6.2717 0.0 0.0 0.0 0.336
H -0.7623 0.8598 -6.2234 0.0 0.0 0.0 0.264
H 0.9903 -0.5358 -3.2641 0.0 0.0 0.0 -0.094
H -1.1046 -1.2880 -5.3455 0.0 0.0 0.0 0.300
H -1.3193 -1.3160 -3.5886 0.0 0.0 0.0 0.336
H -0.1614 -2.4125 -4.3570 0.0 0.0 0.0 0.435
H 1.1743 -0.3856 -6.3052 0.0 0.0 0.0 0.315
H 2.0549 -1.4969 -5.2486 0.0 0.0 0.0 0.433
H 2.3705 0.2465 -5.1487 0.0 0.0 0.0 0.377
H 4.5492 0.5971 -1.8650 0.0 0.0 0.0 0.509
H 5.6655 -0.8328 -0.1151 0.0 0.0 0.0 0.370
H 4.2277 -1.7869 1.7241 0.0 0.0 0.0 0.504
H -2.0658 -0.8609 6.0734 0.0 0.0 0.0 0.308
H -2.9409 -3.1354 5.6706 0.0 0.0 0.0 0.355
H -2.2260 -4.3682 3.6504 0.0 0.0 0.0 0.274
H 0.0985 -2.9941 1.0915 0.0 0.0 0.0 -0.111
H -2.4430 -4.6545 1.4135 0.0 0.0 0.0 0.313
H -1.4209 -4.5805 -0.0263 0.0 0.0 0.0 0.448
H -2.2855 -3.1376 0.5037 0.0 0.0 0.0 0.261
H -0.3401 -5.5337 2.7238 0.0 0.0 0.0 0.332
H 1.1364 -4.5406 2.7040 0.0 0.0 0.0 0.351
H 0.6133 -5.3970 1.2390 0.0 0.0 0.0 0.430
H 0.2154 0.9099 3.7286 0.1 0.0 -0.1 -0.230
H 0.0666 0.2841 6.7018 0.0 0.0 0.0 0.313
H 0.9948 1.5954 5.9550 0.0 0.0 0.0 0.434
H 1.4269 -0.0950 5.6360 0.0 0.0 0.0 0.370
H -2.0521 1.3463 5.7114 0.0 0.0 0.0 0.361
H -2.1738 1.5115 3.9581 -0.1 0.1 -0.1 -0.269
H -1.1111 2.5932 4.8559 0.0 0.0 0.0 0.433
N -2.3235 0.4562 0.2553 -0.1 0.2 0.1 -0.052
N -1.3988 -0.4697 -0.3492 -0.1 -0.2 0.0 -0.384
H -2.2371 0.4195 1.2694 0.0 -0.1 0.0 0.000
H -3.2689 0.1426 0.0639 0.1 0.0 -0.1 0.212
H -0.8842 -0.9221 0.4030 0.1 -0.1 -0.1 0.184
H -0.7074 0.0725 -0.8678 0.0 0.0 0.0 0.041
S -4.8428 6.2924 1.7121 0.0 0.1 0.0 -0.413
C -3.4304 5.4224 1.9090 0.1 0.0 0.0 0.381
S -1.9156 6.1098 2.3957 0.0 0.0 0.0 -0.226
C -1.1338 4.5295 2.3908 -0.3 -0.1 -0.1 -0.069
N -1.9671 3.5841 2.0264 0.2 0.2 0.1 0.497
N -3.2295 4.1030 1.7578 -0.1 -0.1 -0.1 -0.025
C -4.2325 3.1639 1.3579 0.0 0.1 0.0 0.172
C -4.9820 3.3799 0.2131 0.0 0.0 0.0 -0.256
C -5.9161 2.4320 -0.1754 0.0 0.0 0.0 -0.784
C -6.1034 1.2788 0.5723 0.0 0.0 0.0 -0.419
C -5.3606 1.0803 1.7284 -0.1 0.0 0.0 -0.768
C -4.4310 2.0275 2.1241 0.0 0.1 0.1 -0.295
S 0.5042 4.3779 2.8297 -0.1 0.0 0.0 -0.375
H -4.8254 4.2757 -0.3669 0.0 0.0 0.0 0.403
H -6.4896 2.5908 -1.0797 0.0 0.0 0.0 0.359
H -6.8237 0.5358 0.2528 0.0 0.0 0.0 0.376
H -5.4987 0.1876 2.3255 0.0 0.0 0.0 0.405
H -3.8578 1.8976 3.0278 0.1 0.0 0.0 0.412



2.
18
Properties=species:S:1:pos:R:3:forces:R:3:mulliken_charge:R:1 method="wB97M-V/def2-TZVPD" gap_ha=0.3920 smiles="CO[C@H]1NC=NC(=[NH2+])N1" e_above_lowest_kcal_mol=9.9 charge=+1
C -0.7018 1.6522 -0.9973 1.1 1.7 0.5 0.043
C 0.2529 0.0570 0.6063 -0.5 -1.8 0.6 -0.143
C -1.4516 -0.4847 -1.0508 1.6 1.1 0.1 0.625
C 2.3614 -0.1234 1.5365 0.2 0.5 -1.5 -0.720
N -1.4725 0.7911 -1.5381 -1.1 -1.3 -0.3 -0.527
N 0.1313 1.3739 0.0197 -0.7 -0.2 0.5 -0.115
N -0.5873 -0.9208 -0.1257 -0.2 3.8 0.2 -0.202
N -2.2034 -1.3758 -1.6005 0.4 -0.5 0.9 -0.266
O 1.5174 -0.4193 0.4061 -0.1 -0.3 0.8 -0.337
H -0.7104 2.6997 -1.4171 0.2 -1.2 0.7 0.373
H 0.0291 0.0266 1.7514 0.0 0.4 -1.9 0.416
H 2.4458 0.9856 1.5121 0.1 -0.6 1.0 0.317
H 3.2718 -0.5026 1.0991 0.7 -0.2 1.0 0.265
H 1.9996 -0.6213 2.4671 0.5 0.6 -0.6 0.323
H 0.6635 2.0438 0.5544 -0.2 0.5 -0.6 0.258
H -0.6417 -1.8198 0.2535 0.0 -1.4 0.6 0.235
H -2.0657 -2.2728 -1.1941 -0.9 -1.0 -0.6 0.208
H -2.8383 -1.0893 -2.2827 -1.2 -0.1 -1.2 0.248



3.
17
Properties=species:S:1:pos:R:3:forces:R:3:mulliken_charge:R:1 method="wB97M-V/def2-TZVPD" gap_ha=0.3487 e_above_lowest_kcal_mol=149.2
O 0.7188 0.0166 2.4256 -0.1 -0.2 -0.1 -0.545
C -0.5043 -0.2294 2.2562 0.0 0.0 0.2 -0.189
C -1.1246 0.2127 0.3294 0.0 0.1 -0.3 -0.875
C -0.0629 0.0534 -0.5359 -0.2 0.1 0.2 0.298
C 0.1849 -0.8695 -1.7179 -0.1 -0.3 0.1 -0.398
O 1.0820 0.0904 -2.2969 0.1 0.0 -0.2 -0.398
C 0.7796 1.0694 -1.2890 0.0 0.3 0.2 -0.337
H 1.3342 -0.3348 1.1439 -0.1 0.1 0.1 0.444
H -1.2459 0.4852 2.6319 0.1 0.0 -0.1 0.296
H -0.8394 -1.2799 2.2286 0.0 0.1 0.0 0.285
H -1.4195 1.2333 0.5550 0.1 -0.1 0.0 0.355
H -1.9324 -0.5153 0.2934 0.1 0.1 0.0 0.332
H 1.2153 -0.4434 0.3259 0.1 0.0 -0.1 -0.297
H -0.7164 -1.0064 -2.3329 0.1 0.0 0.1 0.292
H 0.6594 -1.8402 -1.5440 0.0 0.1 0.0 0.232
H 1.6765 1.4475 -0.7883 -0.1 0.0 -0.1 0.220
H 0.1947 1.9104 -1.6851 0.1 -0.1 0.0 0.284



4.
21
Properties=species:S:1:pos:R:3:forces:R:3:mulliken_charge:R:1 method="wB97M-V/def2-TZVPD" gap_ha=0.2652 e_above_lowest_kcal_mol=16.7
Sn 0.2009 0.8351 0.5820 0.0 -0.1 0.0 0.813
S -1.5456 0.2134 -0.9217 0.0 0.0 0.1 -0.495
C -0.9388 -1.3406 -1.4757 0.0 -0.1 -0.1 0.859
C -1.7361 -2.0214 -2.4016 0.0 0.0 0.0 -0.737
C -1.3507 -3.2472 -2.9025 0.0 0.0 0.0 -0.572
C -0.1546 -3.8212 -2.4849 0.0 0.0 0.0 -0.572
C 0.6414 -3.1622 -1.5716 0.0 0.0 0.0 -0.736
C 0.2643 -1.9179 -1.0557 0.0 -0.1 0.0 0.854
S 1.3698 -1.1894 0.1008 0.0 0.1 0.0 -0.491
H -2.6659 -1.5709 -2.7236 0.0 0.0 0.0 0.401
H -1.9823 -3.7558 -3.6182 0.0 0.0 0.0 0.366
H 0.1566 -4.7823 -2.8712 0.0 0.0 0.0 0.366
H 1.5727 -3.6050 -1.2434 0.0 0.0 0.0 0.401
S 1.8565 1.4205 2.2558 0.0 0.0 0.0 -0.387
C 1.2441 2.9700 2.7519 0.1 0.0 0.1 0.769
C 2.0372 3.6178 3.7579 -0.1 0.0 -0.1 -0.238
N 2.6915 4.1091 4.5643 0.0 0.0 0.0 -0.371
C 0.1311 3.5714 2.2743 -0.1 0.1 0.0 0.765
S -0.9351 2.9251 1.0631 0.0 0.0 -0.1 -0.386
C -0.2594 4.8600 2.7722 0.0 -0.1 0.0 -0.239
N -0.5976 5.8915 3.1481 0.0 0.0 0.0 -0.372



5.
16
Properties=species:S:1:pos:R:3:forces:R:3:mulliken_charge:R:1 method="wB97M-V/def2-TZVPD" gap_ha=0.2776 e_above_lowest_kcal_mol=183.6
C -1.3308 0.1374 -0.1620 2.8 -4.7 -1.4 0.050
C -0.5637 -1.2326 0.4257 -3.6 1.4 -6.5 -0.738
C 1.4243 -0.4370 1.0809 0.2 1.6 -0.9 -0.152
C 1.7334 0.3291 -0.0771 1.6 -0.7 4.0 -0.282
C -0.2976 1.2717 -0.1375 -1.8 1.8 -1.0 -0.680
H -3.0086 -0.2134 -1.4179 5.5 -1.0 -1.5 0.364
H -2.3423 0.3347 0.2441 1.3 0.5 0.4 0.615
H -0.0814 -1.6485 -0.6229 -0.1 1.2 2.8 0.307
H -1.2825 -1.9968 0.5810 -0.9 -0.6 0.9 0.466
H 2.1897 -0.6343 1.9300 -1.2 0.1 -2.1 0.315
H 2.8356 0.4754 -0.0510 -0.9 0.2 -0.8 0.312
H -0.8133 1.9910 -0.7267 -0.4 1.1 -0.5 0.393
H -0.2664 1.7092 0.8769 0.8 -0.5 -0.3 0.348
O -1.4961 -0.4045 -1.5614 -6.9 2.2 1.6 -0.593
O 0.1203 -0.8746 1.4620 4.9 0.5 2.8 -0.375
O 0.9978 1.2255 -0.8497 -1.3 -3.1 2.7 -0.349



6.
55
Properties=species:S:1:pos:R:3:forces:R:3:mulliken_charge:R:1 method="wB97M-V/def2-TZVPD" spin_multiplicity=7 gap_ha="0.2019 / 0.2064" charge=-1
Eu 0.4924 -0.6859 0.1523 -0.7 -0.6 0.9 0.425
Cl 2.2831 -2.3880 0.1254 1.9 -2.0 0.1 -0.619
N -0.5388 -1.8488 -1.3001 -2.5 1.8 -5.2 0.165
N 1.5070 0.2740 1.7577 1.3 5.9 0.7 0.154
C -1.2330 -1.2375 -2.3066 2.8 -3.7 4.7 0.469
C 1.5063 1.6364 1.8580 0.2 -6.6 0.5 0.464
C -0.8939 -3.2094 -1.1859 -0.5 -1.2 -0.6 1.414
C -2.2332 -3.1955 -1.8878 -0.9 0.1 -0.2 -0.904
C -1.0002 -3.7270 0.2340 -0.3 -0.1 0.6 -1.682
C 0.1175 -4.0155 -1.9844 0.6 -0.3 -0.4 -1.464
H -1.6823 -3.1014 0.8345 0.2 -0.3 -0.3 0.361
H -0.0192 -3.7400 0.7255 -0.2 0.0 -0.2 0.218
H -1.3865 -4.7579 0.2108 0.1 0.2 0.0 0.490
H 0.1378 -3.6760 -3.0352 0.0 -0.1 0.3 0.345
H -0.1506 -5.0734 -1.9681 0.0 -0.1 0.0 0.449
H 1.1292 -3.8937 -1.5670 -0.4 0.0 -0.1 0.178
C 1.9113 -0.3306 2.9673 0.7 0.1 1.2 1.403
C 1.6659 0.8090 3.9311 -0.4 0.6 0.6 -0.893
C 3.3986 -0.6249 2.8575 0.7 -0.1 -0.2 -1.468
C 1.1361 -1.5727 3.3558 -0.5 -0.3 0.3 -1.686
H 0.0503 -1.3774 3.3530 0.4 -0.1 0.0 0.359
H 1.4409 -1.8818 4.3678 -0.1 0.0 -0.2 0.492
H 1.3419 -2.4029 2.6680 0.0 0.2 0.1 0.224
H 3.9601 0.3017 2.6441 -0.2 -0.3 0.1 0.350
H 3.5957 -1.3394 2.0430 -0.2 0.3 0.3 0.177
H 3.7667 -1.0440 3.7957 0.1 0.0 0.1 0.447
O 1.7333 2.0044 3.0858 0.2 1.2 1.8 -0.402
H 2.4130 0.9041 4.7201 -0.1 0.1 -0.1 0.335
H 0.6460 0.7887 4.3570 0.4 0.0 -0.2 0.368
O -2.1483 -2.0326 -2.7793 -1.7 -0.8 -1.1 -0.401
H -3.0713 -2.9937 -1.1957 0.3 -0.1 -0.3 0.369
H -2.4362 -4.0784 -2.4951 0.0 0.1 0.0 0.333
C -0.9821 0.0719 -2.8462 0.1 0.4 -1.4 -1.127
C 1.3537 2.5807 0.7843 0.7 1.2 -0.2 -1.096
C 0.1680 2.4262 -0.1280 -1.2 2.4 -0.5 -0.269
H 2.2811 2.5205 0.1724 -0.4 -0.1 0.2 0.269
H 1.3644 3.5638 1.2704 0.0 -0.2 -0.2 0.288
C -0.1131 1.2975 -0.8204 1.0 -1.8 0.6 1.624
C -0.9550 1.2212 -1.8784 -1.5 2.2 -0.9 -0.279
H 1.6489 -0.0245 -1.0682 1.9 1.1 -2.0 -0.023
C -1.7081 2.3684 -2.1986 0.3 -0.8 -0.2 1.043
C -1.5256 3.5068 -1.4357 -0.3 0.4 -0.1 -1.356
C -2.6671 2.3973 -3.3410 -0.7 0.5 -0.5 -1.883
C -0.5756 3.5827 -0.4342 0.6 -0.3 0.4 1.015
H -2.1200 4.3897 -1.6621 0.0 0.0 0.0 0.138
C -0.3518 4.8808 0.2664 -0.3 0.9 0.1 -1.870
H -1.1076 5.6138 -0.0549 0.2 -0.1 0.1 0.346
H 0.6304 5.3217 0.0442 -0.1 -0.1 0.0 0.346
H -0.4336 4.7911 1.3559 0.0 0.0 -0.1 0.364
H -2.1690 2.3239 -4.3182 0.0 0.0 0.2 0.348
H -3.2204 3.3490 -3.3393 0.1 -0.3 0.0 0.346
H -3.4104 1.5930 -3.2892 0.1 0.1 0.0 0.363
H -1.7428 0.2114 -3.6226 0.2 0.1 0.1 0.310
H 0.0007 0.0221 -3.3664 -0.3 0.0 0.4 0.258
Br -1.8049 -0.4993 1.5705 -1.7 0.3 0.9 -0.628